Record 1
C26H26Cl48N3 | wB97M-V/def2-TZVPD

Geometry as XYZ:
```
103
Properties=species:S:1:pos:R:3:mulliken_charge:R:1
C -3.239 -2.936 -4.386 -0.027
C -3.107 -3.046 -3.202 -2.478
C -2.958 -3.226 -1.748 2.421
C -4.380 -3.513 -1.231 -1.906
C -4.547 -3.765 0.258 0.916
C -5.599 -4.788 0.638 -1.265
N -3.865 -3.150 1.134 -0.354
C -2.390 -1.886 -1.178 -2.108
C -1.028 -1.947 -0.461 0.795
N -1.017 -0.886 0.564 0.278
C -1.335 0.431 0.017 -0.666
C -0.689 1.587 0.800 -0.750
C -0.538 1.342 2.296 0.086
C -1.886 1.056 3.015 -1.264
C -0.717 -3.263 0.281 -1.219
C -1.405 -4.530 -0.236 -0.113
N -2.013 -4.382 -1.585 0.053
H -3.594 -3.055 -5.385 0.793
H -4.864 -4.326 -1.773 0.634
H -4.959 -2.619 -1.473 0.510
H -6.227 -4.414 1.443 0.417
H -5.113 -5.725 0.918 0.064
H -6.254 -5.021 -0.203 0.365
H -4.154 -3.471 2.059 0.236
H -3.153 -1.462 -0.533 0.512
H -2.296 -1.195 -2.012 0.662
H -0.242 -1.713 -1.194 0.234
H -0.072 -0.876 0.940 -0.400
H -1.004 0.513 -1.029 0.318
H -2.413 0.610 0.003 0.380
H -1.257 2.500 0.625 0.290
H 0.313 1.750 0.390 0.304
H 0.107 0.489 2.500 -0.192
H -0.051 2.187 2.782 0.495
H -1.797 0.143 3.603 0.282
H -2.089 1.856 3.725 0.362
H -2.705 0.936 2.310 0.294
H -1.042 -3.123 1.310 0.366
H 0.362 -3.407 0.281 0.605
H -0.647 -5.307 -0.331 0.681
H -2.115 -4.917 0.483 -0.371
H -2.544 -5.236 -1.778 0.454
H -1.299 -4.347 -2.314 0.551
C 0.594 5.455 -0.673 0.167
Cl 0.155 4.102 -1.727 -0.057
Cl -0.222 5.270 0.885 -0.108
Cl 2.339 5.477 -0.419 0.076
Cl 0.090 6.971 -1.425 -0.081
C 5.451 4.681 1.977 0.188
Cl 6.954 4.368 2.844 -0.098
Cl 4.488 5.862 2.867 -0.085
Cl 5.812 5.308 0.367 0.031
Cl 4.537 3.170 1.814 0.035
C 9.745 5.762 0.082 0.312
Cl 9.655 6.201 1.790 -0.034
Cl 8.929 6.999 -0.885 -0.093
Cl 11.438 5.654 -0.409 -0.107
Cl 8.959 4.200 -0.177 -0.083
C 12.031 7.928 5.164 0.275
Cl 13.541 8.568 5.819 -0.082
Cl 12.257 7.501 3.465 -0.042
Cl 11.553 6.489 6.073 -0.108
Cl 10.767 9.154 5.292 -0.067
C 3.418 -1.279 2.772 0.249
Cl 4.703 -2.238 2.037 -0.099
Cl 3.800 0.437 2.641 -0.044
Cl 1.891 -1.595 1.915 -0.160
Cl 3.238 -1.723 4.467 -0.090
C -4.505 0.630 -6.946 0.274
Cl -3.130 1.697 -7.215 -0.082
Cl -5.053 -0.037 -8.484 -0.093
Cl -4.016 -0.701 -5.871 -0.151
Cl -5.817 1.534 -6.181 -0.046
C -8.588 3.681 -3.341 0.372
Cl -10.342 3.534 -3.447 -0.090
Cl -7.835 2.685 -4.601 -0.087
Cl -8.116 5.364 -3.567 -0.092
Cl -8.042 3.121 -1.755 -0.105
C 4.217 4.056 -3.777 0.274
Cl 5.730 4.677 -3.110 -0.058
Cl 4.452 3.634 -5.475 -0.104
Cl 3.728 2.616 -2.871 -0.074
Cl 2.961 5.287 -3.645 -0.061
C -7.515 -7.423 3.613 0.341
Cl -6.139 -6.381 4.020 -0.093
Cl -8.171 -8.125 5.086 -0.078
Cl -8.753 -6.458 2.805 -0.091
Cl -6.966 -8.708 2.530 -0.074
C -2.318 -7.891 1.684 0.176
Cl -0.747 -7.153 2.031 -0.081
Cl -2.632 -7.844 -0.067 -0.039
Cl -2.314 -9.561 2.229 -0.077
Cl -3.597 -6.999 2.518 0.010
C 11.223 12.253 2.169 0.318
Cl 12.258 12.832 0.859 -0.097
Cl 12.140 11.173 3.221 -0.020
Cl 10.633 13.629 3.106 -0.101
Cl 9.849 11.372 1.488 -0.093
C -3.779 -10.625 -2.775 0.310
Cl -3.772 -11.031 -1.059 -0.070
Cl -2.442 -11.438 -3.583 -0.077
Cl -5.306 -11.125 -3.494 -0.074
Cl -3.595 -8.863 -2.980 -0.109
```

## Properties
- Multiplicity: 1
- Energy: -632917.628 eV
- LUMO: -2.7 eV
- Charge: +1
- Gap between HOMO and LUMO: 8.673 eV

---

Record 2
C16H27F7N5O3 | wB97M-V/def2-TZVPD

Geometry as XYZ:
```
58
Properties=species:S:1:pos:R:3:nbo_charge:R:1
C -4.565 -1.603 0.222 -0.622
C -3.868 -2.244 -0.958 -0.075
O -2.484 -2.390 -0.609 -0.528
C -1.749 -3.078 -1.497 0.798
O -2.121 -3.349 -2.630 -0.584
C -0.385 -3.499 -1.013 -0.518
C 0.716 -2.653 -1.655 -0.382
C 1.233 -1.523 -0.770 -0.224
N 0.206 -0.505 -0.441 -0.526
C -0.399 -0.664 0.903 -0.054
N 0.525 -0.525 2.006 -0.666
C -0.170 -0.238 3.265 -0.424
C 0.690 0.778 -0.643 0.897
N 1.961 1.131 -0.147 -0.583
C 1.948 1.999 1.045 -0.208
C 3.079 1.656 2.021 -0.520
C 2.719 2.065 3.425 0.696
N 1.945 3.257 3.535 -0.883
O 3.097 1.450 4.392 -0.531
C 2.982 1.391 -1.116 1.098
F 3.501 2.624 -1.002 -0.301
F 2.482 1.237 -2.368 -0.319
F 3.997 0.511 -0.980 -0.300
N -0.067 1.622 -1.266 -0.365
C 0.304 3.020 -1.539 -0.428
C -1.391 1.201 -1.792 0.781
F -1.981 2.322 -2.263 -0.290
F -2.162 0.739 -0.803 -0.288
C -1.231 0.189 -2.978 0.522
F -1.175 0.925 -4.113 -0.310
F -2.294 -0.623 -3.015 -0.290
H -3.999 -0.760 0.594 0.201
H -4.711 -2.348 0.995 0.216
H -5.543 -1.262 -0.091 0.228
H -4.324 -3.204 -1.166 0.200
H -3.979 -1.637 -1.847 0.196
H -0.309 -3.528 0.068 0.214
H -0.276 -4.514 -1.365 0.261
H 0.441 -2.314 -2.646 0.217
H 1.574 -3.302 -1.791 0.235
H 2.093 -1.092 -1.265 0.223
H 1.616 -1.998 0.126 0.204
H -0.878 -1.637 0.909 0.222
H -1.200 0.056 1.012 0.213
H 1.051 -1.373 2.151 0.371
H -0.771 -1.071 3.627 0.194
H -0.809 0.631 3.151 0.188
H 0.564 -0.025 4.030 0.227
H 1.002 1.830 1.543 0.222
H 1.974 3.056 0.819 0.220
H 3.323 0.608 1.995 0.251
H 3.933 2.273 1.757 0.251
H 0.966 3.029 3.416 0.377
H 2.049 3.587 4.485 0.400
H 0.276 3.189 -2.605 0.257
H 1.287 3.257 -1.176 0.237
H -0.406 3.670 -1.050 0.248
H -0.288 -0.342 -2.895 0.152
```

## Properties
- Multiplicity: 1
- Energy: -49638.728 eV
- LUMO: -4.5 eV
- Charge: +1
- SMILES string: CCOC(=O)CCCN(CNC)/C(N(CCC(N)=O)C(F)(F)F)=[N+](/C)C(F)(F)C(F)F
- Gap between HOMO and LUMO: 8.324 eV

---

Record 3
C3H4OS2 | wB97M-V/def2-TZVPD

Geometry as XYZ:
```
10
Properties=species:S:1:pos:R:3:lowdin_spin:R:1
C -0.741 -0.269 1.632 0.041
C -0.818 -0.059 0.335 0.027
C 0.368 -0.225 -0.481 0.205
O 1.902 1.236 -1.828 0.331
S 0.265 -1.133 -2.181 0.933
S 0.535 0.955 -1.878 0.451
H -1.515 -0.079 2.356 0.004
H 0.234 -0.594 2.046 0.001
H -1.603 0.373 -0.111 0.004
H 1.372 -0.206 0.109 0.002
```

## Properties
- Multiplicity: 3
- Energy: -26887.411 eV
- Energy above the lowest of the compared OMol25 structures with the same formula, charge and spin: 255.3 kJ/mol
- LUMO (spin up / spin down): 0.4 / -3.5 eV
- Charge: 0
- Gap between HOMO and LUMO (spin up / spin down): 6.197 / 5.741 eV

---

Record 4
C7H15N2 | wB97M-V/def2-TZVPD

Geometry as XYZ:
```
24
Properties=species:S:1:pos:R:3:lowdin_spin:R:1
C 1.509 0.309 -1.094 0.104
C 1.317 0.127 0.348 0.055
C -1.239 0.008 -0.294 0.618
C 2.913 -0.093 -1.531 0.060
C -1.712 -1.376 -0.363 0.083
C -2.058 1.204 -0.491 0.095
C -0.348 -0.222 2.152 0.021
N 0.625 0.632 -1.925 0.809
N -0.130 0.303 0.724 0.041
H 1.468 -0.923 0.605 0.000
H 1.957 0.880 0.768 -0.001
H 3.595 0.854 -1.294 -0.002
H 3.004 -0.456 -2.536 0.000
H 3.362 -0.745 -0.812 0.005
H -1.108 -2.053 -0.881 0.019
H -2.749 -1.384 -0.870 0.000
H -1.897 -1.801 0.738 0.035
H -2.545 1.589 0.377 0.032
H -2.833 0.807 -1.183 0.000
H -1.598 2.108 -0.871 0.019
H 0.001 -1.242 2.333 0.002
H 0.152 0.329 2.879 0.002
H -1.345 -0.095 2.503 0.000
H -0.338 1.237 0.716 0.001
```

## Properties
- Multiplicity: 3
- Energy: -10470.872 eV
- Energy above the lowest of the compared OMol25 structures with the same formula, charge and spin: 94.9 kJ/mol
- LUMO (spin up / spin down): -2.9 / -5.0 eV
- Charge: +1
- Gap between HOMO and LUMO (spin up / spin down): 9.022 / 9.869 eV

---

Please write out number 3 again, unchanged.
C3H4OS2 | wB97M-V/def2-TZVPD

Geometry as XYZ:
```
10
Properties=species:S:1:pos:R:3:lowdin_spin:R:1
C -0.741 -0.269 1.632 0.041
C -0.818 -0.059 0.335 0.027
C 0.368 -0.225 -0.481 0.205
O 1.902 1.236 -1.828 0.331
S 0.265 -1.133 -2.181 0.933
S 0.535 0.955 -1.878 0.451
H -1.515 -0.079 2.356 0.004
H 0.234 -0.594 2.046 0.001
H -1.603 0.373 -0.111 0.004
H 1.372 -0.206 0.109 0.002
```

## Properties
- Multiplicity: 3
- Energy: -26887.411 eV
- Energy above the lowest of the compared OMol25 structures with the same formula, charge and spin: 255.3 kJ/mol
- LUMO (spin up / spin down): 0.4 / -3.5 eV
- Charge: 0
- Gap between HOMO and LUMO (spin up / spin down): 6.197 / 5.741 eV

---

Q: Among the records above, which one has the lowest energy?
A: C26H26Cl48N3